Entry from the Open Molecules 2025 dataset: 2 unconnected molecules or ions with the total composition C5H13NOSi in a non-equilibrium geometry (the ωB97M-V functional and the def2-TZVPD basis).

As for the orbital gap: 8.80 eV. As for the total energy: -16810.0837 eV. The calculation puts the strongest force on any atom at 1.211 eV/A. The relative energy (zero: lowest compared OMol25 entry of this formula, charge and spin) is 2.435 eV.

The geometry in ORCA input format:
```
! RIJCOSX wB97M-V def2-TZVPD def2/J DEFGRID3
* xyz 0 1
C 0.166 -2.945 0.905
C 0.817 -2.027 0.282
C 0.326 -4.022 1.921
C 0.406 1.666 0.921
C -1.295 2.982 -1.410
N -0.464 0.153 -1.390
O 1.369 2.312 -1.767
Si 0.065 1.744 -0.947
H -0.847 -2.828 0.473
H -0.070 -0.625 -0.867
H 0.113 -4.990 1.469
H 1.345 -4.022 2.298
H -0.364 -3.868 2.750
H 1.427 1.353 1.123
H 0.263 2.633 1.394
H -0.253 0.957 1.410
H -0.895 3.988 -1.479
H -1.737 2.739 -2.371
H -2.091 2.983 -0.672
H -0.508 -0.085 -2.368
H 2.225 1.902 -1.675
*
```

Results of the natural (NBO) charge analysis, in e, for atoms 1 through 2:
1. C -0.564
2. C 0.203



Entry from the Open Molecules 2025 dataset: 7 unconnected molecules or ions with the total composition C41H42NS in a non-equilibrium geometry (the ωB97M-V functional and the def2-TZVPD basis).

As for the orbital gap: 5.92 eV. As for the total energy: -55511.3349 eV. The calculation puts the strongest force on any atom at 5.448 eV/A. The relative energy (zero: lowest compared OMol25 entry of this formula, charge and spin) is 0.000 eV.

The geometry in ORCA input format:
```
! RIJCOSX wB97M-V def2-TZVPD def2/J DEFGRID3
* xyz 1 1
S 0.880 4.481 -1.539
C 1.318 3.191 -0.280
C 1.333 1.655 -0.561
C 1.688 0.728 0.660
N 1.983 1.122 1.996
C 1.984 2.529 2.209
C 1.669 3.657 1.181
H 1.707 4.416 -2.654
H -0.446 4.164 -1.893
H 1.079 1.267 -1.597
H 1.679 -0.406 0.453
H 2.225 2.882 3.279
H 1.669 4.757 1.461
C -1.258 -1.560 -0.667
C -2.276 -2.504 -0.575
C -2.201 -3.683 -1.307
C -1.102 -3.924 -2.124
C -0.081 -2.983 -2.214
C -0.158 -1.797 -1.489
H -1.321 -0.638 -0.098
H -3.130 -2.318 0.068
H -2.998 -4.415 -1.239
H -1.041 -4.846 -2.692
H 0.776 -3.174 -2.852
H 0.632 -1.055 -1.556
C -1.877 3.219 4.489
C -2.845 4.213 4.594
C -3.143 5.014 3.494
C -2.477 4.812 2.287
C -1.514 3.814 2.187
C -1.212 3.025 3.282
H -1.640 2.596 5.345
H -3.368 4.364 5.532
H -3.892 5.793 3.577
H -2.711 5.432 1.428
H -0.995 3.651 1.248
H -0.456 2.252 3.197
C 5.843 -3.735 -4.761
C 5.773 -4.611 -3.682
C 4.824 -4.412 -2.684
C 3.939 -3.342 -2.770
C 4.007 -2.468 -3.851
C 4.962 -2.662 -4.844
H 6.585 -3.889 -5.538
H 6.459 -5.450 -3.619
H 4.774 -5.091 -1.840
H 3.196 -3.189 -1.994
H 3.315 -1.634 -3.919
H 5.018 -1.978 -5.684
C 0.866 6.646 -4.746
C 0.996 7.093 -6.057
C 1.724 8.246 -6.329
C 2.332 8.948 -5.291
C 2.205 8.499 -3.981
C 1.469 7.351 -3.707
H 0.293 5.748 -4.533
H 0.528 6.543 -6.866
H 1.820 8.598 -7.350
H 2.904 9.844 -5.505
H 2.679 9.045 -3.172
H 1.365 7.005 -2.684
C 0.680 -0.724 7.008
C 1.208 -0.182 5.841
C 0.919 -0.763 4.610
C 0.093 -1.882 4.546
C -0.438 -2.422 5.714
C -0.141 -1.846 6.945
H 0.909 -0.272 7.968
H 1.847 0.695 5.890
H 1.336 -0.345 3.700
H -0.137 -2.333 3.586
H -1.083 -3.293 5.664
H -0.551 -2.270 7.856
C -5.868 -6.046 1.247
C -6.450 -7.280 0.974
C -5.667 -8.333 0.510
C -4.299 -8.154 0.328
C -3.716 -6.921 0.604
C -4.501 -5.866 1.060
H -6.480 -5.225 1.605
H -7.516 -7.422 1.122
H -6.122 -9.293 0.292
H -3.687 -8.976 -0.028
H -2.648 -6.783 0.464
H -4.047 -4.903 1.270
*
```

Results of the Mulliken charge analysis, in e, for atoms 1 through 2:
1. S -0.138
2. C 0.257



Entry from the Open Molecules 2025 dataset: 2 unconnected molecules or ions with the total composition C3H6FN2OP in a non-equilibrium geometry (the ωB97M-V functional and the def2-TZVPD basis).

As for the orbital gap: 9.20 eV. As for the total energy: -20236.9593 eV. The calculation puts the strongest force on any atom at 6.185 eV/A. Its SMILES is C1CC2=P(=N2)O1.NF. The relative energy (zero: lowest compared OMol25 entry of this formula, charge and spin) is 0.000 eV.

The geometry in ORCA input format:
```
! RIJCOSX wB97M-V def2-TZVPD def2/J DEFGRID3
* xyz 0 1
C -0.330 -0.408 0.673
C -0.467 1.076 0.505
C -1.730 0.932 -0.476
N -0.049 -1.432 0.019
N 2.858 -0.966 -0.457
O -2.469 -0.254 -0.319
F 2.752 -0.093 0.629
P -1.768 -1.473 0.645
H -0.594 1.506 1.384
H 0.338 1.456 0.055
H -1.561 0.846 -1.567
H -2.400 1.886 -0.150
H 2.038 -1.353 -0.800
H 3.382 -1.724 -0.141
*
```

Results of the natural (NBO) charge analysis, in e, for atoms 1 through 2:
1. C 0.056
2. C -0.461



Entry from the Open Molecules 2025 dataset: a single CH2N4O3 molecule in a non-equilibrium geometry (the ωB97M-V functional and the def2-TZVPD basis).

As for the orbital gap: 9.92 eV. As for the total energy: -13164.4909 eV. The calculation puts the strongest force on any atom at 6.133 eV/A. Its SMILES is N=C=NN(O)[N+](=O)[O-]. The relative energy (zero: lowest compared OMol25 entry of this formula, charge and spin) is 2.585 eV.

The geometry in ORCA input format:
```
! RIJCOSX wB97M-V def2-TZVPD def2/J DEFGRID3
* xyz 0 1
C -0.691 -0.785 -1.085
N -1.758 -0.916 -1.553
N 0.324 -0.988 -0.427
N 0.973 0.080 0.393
N 0.334 1.279 0.517
O -0.577 1.371 -0.340
O 0.645 1.898 1.484
O 1.647 -0.402 1.443
H -1.949 -0.858 -2.625
H 1.053 -0.679 2.193
*
```

Results of the natural (NBO) charge analysis, in e, for atoms 1 through 2:
1. C 0.638
2. N -0.638



Entry from the Open Molecules 2025 dataset: a single C3H4Cl2 molecule in a non-equilibrium geometry (the ωB97M-V functional and the def2-TZVPD basis).

As for the orbital gap: 10.94 eV. As for the total energy: -28217.6907 eV. The calculation puts the strongest force on any atom at 5.123 eV/A. Its SMILES is Cl[C@@H]1C[C@H]1Cl. The relative energy (zero: lowest compared OMol25 entry of this formula, charge and spin) is 2.469 eV.

The geometry in ORCA input format:
```
! RIJCOSX wB97M-V def2-TZVPD def2/J DEFGRID3
* xyz 0 1
C -0.261 0.663 -0.466
C -0.561 -0.465 0.426
C 0.804 -0.105 0.242
H -0.299 0.215 -1.598
H -1.200 -0.416 1.412
H -0.645 -1.205 -0.456
H 1.187 0.552 1.128
Cl -0.485 2.274 -0.121
Cl 1.460 -1.514 -0.567
*
```

Results of the natural (NBO) charge analysis, in e, for atoms 1 through 2:
1. C -0.296
2. C -0.456